Record 1
Computed, not measured: a molecular structure, C18H43CuN6O6P2, with ωB97M-V with the def2-TZVPD basis set.

Geometry as XYZ:
```
76
Properties=species:S:1:pos:R:3:forces:R:3
Cu 0.2281 -1.5143 -0.1324 -0.08 -0.46 0.38
C 3.4819 2.3135 -2.0697 0.02 0.05 0.02
N 2.1538 2.7557 -1.6468 -0.04 -0.14 -0.03
C 1.3491 3.3394 -2.7092 -0.01 0.04 0.01
P 1.6610 2.4587 -0.1160 0.02 0.00 -0.03
O 2.2897 1.2752 0.4943 0.02 0.03 0.02
O 0.0588 2.3449 -0.3532 -0.03 0.12 0.05
P -1.1659 1.3945 0.0161 0.02 -0.06 0.06
O -0.6837 0.0640 0.5066 0.12 0.14 -0.24
N -2.0999 1.2542 -1.3139 0.04 0.05 -0.04
C -1.8246 0.2259 -2.3144 -0.04 -0.03 0.01
C -2.7204 2.4506 -1.8895 -0.01 0.00 0.02
N -2.0343 2.2609 1.0878 0.02 -0.04 0.07
C -1.3492 2.8910 2.2223 -0.02 0.03 -0.04
C -3.3647 1.7570 1.4466 0.00 0.01 -0.02
N 1.7689 3.7621 0.8759 -0.02 0.00 -0.01
C 1.3679 5.0663 0.3605 -0.01 0.00 -0.02
C 2.7903 3.8087 1.9222 0.02 -0.01 -0.01
H 4.0536 3.1575 -2.4602 0.01 0.00 0.00
H 3.3947 1.5571 -2.8537 0.01 0.00 0.00
H 4.0214 1.8782 -1.2325 0.00 0.00 0.00
H 1.8710 4.1904 -3.1517 0.00 0.00 0.00
H 0.3912 3.6867 -2.3315 0.01 0.00 0.00
H 1.1663 2.6039 -3.4986 0.00 0.00 0.00
H -1.3924 -0.6616 -1.8579 0.02 -0.01 0.02
H -1.1468 0.5935 -3.0904 0.01 -0.01 0.00
H -2.7612 -0.0729 -2.7866 0.00 0.03 -0.02
H -2.8444 3.2164 -1.1278 0.00 -0.01 -0.01
H -3.7016 2.1896 -2.2867 0.00 0.00 -0.02
H -2.1101 2.8502 -2.7043 -0.01 0.01 0.00
H -1.2249 2.1838 3.0468 0.01 0.01 0.01
H -1.9539 3.7294 2.5674 0.00 0.00 0.01
H -0.3732 3.2666 1.9238 0.01 0.00 0.00
H -3.8365 1.2805 0.5902 0.00 0.01 0.01
H -3.9822 2.5976 1.7616 -0.01 0.00 0.01
H -3.3049 1.0383 2.2689 -0.01 0.00 0.00
H 0.5027 4.9715 -0.2961 0.01 -0.01 0.01
H 2.1764 5.5547 -0.1922 0.00 0.00 0.00
H 1.0813 5.7074 1.1946 0.01 0.00 0.00
H 3.0094 2.8029 2.2679 0.00 0.01 0.00
H 2.4111 4.3975 2.7584 0.00 0.00 0.00
H 3.7130 4.2738 1.5630 0.00 0.00 0.01
C 3.8511 -1.5179 -0.5951 0.06 -0.03 0.00
C 2.9607 -2.2276 0.4131 -0.04 0.01 0.08
C 3.7402 -2.7742 1.5894 0.01 -0.01 0.02
O 1.9461 -1.2989 0.9040 -0.01 0.21 -0.19
C 2.1599 -3.3259 -0.3161 0.08 0.05 0.01
O 2.4539 -4.4939 -0.2425 0.06 0.02 -0.10
O 1.1601 -2.8535 -1.0268 -0.11 -0.04 -0.03
H 4.3394 -0.6638 -0.1213 0.00 -0.01 0.00
H 3.2760 -1.1729 -1.4555 -0.01 0.00 0.01
H 4.6239 -2.2033 -0.9424 -0.01 0.00 -0.02
H 4.4932 -2.0582 1.9203 -0.03 0.02 0.03
H 4.2291 -3.7022 1.2990 0.03 0.03 -0.01
H 3.0701 -2.9880 2.4212 -0.02 -0.04 -0.02
H 2.2368 -0.3613 0.8090 0.01 0.00 0.10
C -2.6492 -2.1227 0.5605 0.05 0.04 0.03
C -3.7462 -3.1935 0.7677 -0.02 -0.05 0.00
N -3.1614 -4.5297 0.7493 0.02 0.05 -0.01
C -2.0612 -4.5769 1.7091 -0.05 -0.03 0.01
C -0.9111 -3.6482 1.2534 0.04 0.00 -0.04
N -1.3888 -2.7809 0.1351 -0.14 0.00 -0.07
C -1.6840 -3.6589 -1.0322 0.03 0.05 -0.03
C -2.6385 -4.7927 -0.5903 -0.02 -0.03 0.03
H -2.4353 -1.5764 1.4794 -0.01 0.00 -0.01
H -2.9317 -1.3929 -0.2005 0.00 -0.01 0.01
H -4.4989 -3.1420 -0.0205 0.00 0.01 0.00
H -4.2562 -3.0396 1.7194 0.00 0.00 0.00
H -1.7071 -5.6038 1.7963 0.00 0.00 -0.01
H -2.4476 -4.2774 2.6843 0.01 0.00 0.00
H -0.0616 -4.2187 0.8778 0.00 0.01 0.00
H -0.5629 -3.0035 2.0639 -0.01 0.00 0.00
H -0.7372 -4.0362 -1.4095 -0.01 0.01 -0.01
H -2.1341 -3.0297 -1.8036 -0.02 0.00 0.01
H -2.1186 -5.7508 -0.5732 0.00 0.00 0.01
H -3.4760 -4.8854 -1.2823 0.01 0.00 -0.01
```
Forces are in eV/Å.

* total charge: +1
* HOMO level (alpha / beta): -0.4022 / -0.4038 Ha
* ΔE to the lowest compared entry with this formula, charge and spin: 8.30 kcal/mol
* orbital gap (alpha / beta): 8.957 / 7.392 eV
* 2S+1: 2
* lowest unoccupied orbital energy (alpha / beta): -2.0 / -3.6 eV

Record 2
Computed, not measured: a molecular structure, C3H9NO, with ωB97M-V with the def2-TZVPD basis set.

Geometry as XYZ:
```
14
Properties=species:S:1:pos:R:3:forces:R:3
C 1.1066 -0.3721 0.3472 -0.81 -1.38 -0.41
C -0.0487 0.1023 -0.0938 -1.74 1.59 0.15
C -1.2524 -0.7427 -0.0971 3.63 -2.48 -0.73
O -3.2207 0.7357 -0.2937 1.18 -0.64 0.43
N 3.5596 0.2246 0.1675 0.06 -1.03 -0.61
H 2.1714 0.1044 0.1027 1.56 0.49 -0.54
H 1.2794 -1.3967 0.6725 -0.05 0.26 0.90
H -0.2007 1.0716 -0.5589 0.46 0.11 0.11
H -2.2593 0.0245 -0.0488 -2.80 1.96 -0.25
H -1.4329 -1.1710 -1.0893 -0.53 0.38 0.00
H -1.1690 -1.5699 0.6084 -0.41 0.13 0.28
H -3.9865 0.1703 -0.4731 0.32 -0.14 0.09
H 3.9679 -0.1826 1.0048 -0.28 0.23 0.22
H 4.1421 1.0079 -0.1210 -0.59 0.51 0.37
```
Forces are in eV/Å.

* HOMO level: -0.2949 Ha
* ΔE to the lowest compared entry with this formula, charge and spin: 203.97 kcal/mol
* orbital gap: 4.575 eV
* 2S+1: 1
* lowest unoccupied orbital energy: -3.4 eV

Record 3
Computed, not measured: a molecular structure, C35H37N4O3OsPS2, with ωB97M-V with the def2-TZVPD basis set.

Geometry as XYZ:
```
83
Properties=species:S:1:pos:R:3:forces:R:3
Os 0.3448 0.0355 0.1780 0.08 -0.07 0.60
C 1.4187 -1.0892 1.6555 0.64 -0.19 -0.26
C 0.5416 -0.4823 2.2962 -0.73 -0.19 0.27
C -0.2357 -0.2365 3.5013 0.23 0.15 0.00
C -0.2927 1.0321 4.0800 -0.08 -0.01 0.04
C -1.0474 1.2553 5.2214 0.04 0.00 -0.04
C -1.7505 0.2139 5.8088 0.00 -0.01 0.01
C -1.6700 -1.0593 5.2626 0.00 0.02 0.01
C -0.9125 -1.2868 4.1242 -0.01 -0.06 0.00
H 0.2718 1.8390 3.6365 0.05 0.07 0.03
H -1.0772 2.2458 5.6586 0.00 0.00 0.00
H -2.3423 0.3886 6.6979 -0.01 0.00 -0.01
H -2.1962 -1.8826 5.7289 0.01 0.00 0.00
H -0.8349 -2.2840 3.7112 -0.05 0.02 -0.08
S -2.2417 -1.2134 -3.1680 0.07 -0.08 -0.01
P -1.1487 0.4152 -3.4020 -0.28 -0.13 -0.06
S -0.2914 1.3027 -1.7799 0.24 0.27 -0.24
C -2.1432 1.7377 -4.1695 0.02 0.11 -0.01
C -3.2087 1.3878 -4.9933 -0.02 0.02 0.02
C -3.9415 2.3724 -5.6399 0.01 -0.01 0.00
C -3.6143 3.7098 -5.4695 -0.02 0.00 -0.02
C -2.5523 4.0628 -4.6496 0.02 -0.01 0.01
C -1.8161 3.0814 -4.0022 -0.03 -0.01 -0.04
C 0.1279 0.1497 -4.6841 0.05 -0.05 -0.01
C 0.0017 -0.9110 -5.5755 0.09 -0.05 0.05
C 0.9413 -1.0908 -6.5823 0.02 0.03 0.01
C 2.0058 -0.2095 -6.7068 -0.02 -0.04 -0.03
C 2.1292 0.8566 -5.8260 -0.02 0.04 0.05
C 1.1922 1.0388 -4.8194 -0.01 -0.03 0.00
H -3.4725 0.3438 -5.1067 0.01 0.01 0.00
H -4.7737 2.0930 -6.2732 0.00 0.00 0.00
H -4.1895 4.4771 -5.9722 0.00 0.00 0.00
H -2.2973 5.1057 -4.5104 0.00 0.00 0.00
H -0.9947 3.3588 -3.3553 0.00 0.01 0.01
H -0.8222 -1.6041 -5.4604 -0.01 0.02 0.00
H 0.8414 -1.9224 -7.2683 0.00 0.00 0.00
H 2.7385 -0.3519 -7.4913 0.00 0.00 0.01
H 2.9580 1.5468 -5.9205 -0.01 0.00 0.00
H 1.2916 1.8604 -4.1201 0.02 0.01 0.00
N -1.9902 -1.7331 1.0626 0.05 -0.04 0.03
N -1.4382 -1.0374 -0.0710 0.07 -0.09 0.14
H -2.9474 -1.9857 0.8304 -0.03 0.00 -0.01
H -2.0539 -1.0315 1.7945 0.00 -0.01 0.06
H -2.0890 -0.3206 -0.3900 -0.07 -0.04 -0.07
H -1.3747 -1.6938 -0.8448 -0.11 -0.05 -0.02
C 4.8759 -3.5062 1.2069 -0.01 0.00 0.00
C 4.9595 -2.1272 1.0521 -0.01 -0.01 0.00
C 3.8302 -1.3378 1.2002 0.06 0.02 -0.08
C 2.6034 -1.9226 1.5081 -0.22 0.17 0.17
C 2.5244 -3.3021 1.6762 0.01 -0.07 -0.02
C 3.6569 -4.0902 1.5229 -0.01 0.03 0.00
H 5.7590 -4.1211 1.0908 0.00 0.00 0.00
H 5.9104 -1.6652 0.8174 -0.01 0.00 0.00
H 3.8813 -0.2623 1.0777 0.00 0.00 0.01
H 1.5707 -3.7506 1.9272 0.00 0.00 -0.01
H 3.5867 -5.1625 1.6558 0.00 0.00 0.00
C -2.6414 4.1344 2.5627 0.01 -0.02 0.01
N -1.4259 3.5582 2.0025 0.04 0.03 0.01
C -0.2481 4.2438 2.0238 -0.09 -0.01 0.02
C 0.9170 3.7294 1.5770 -0.01 -0.11 -0.01
C 0.8531 2.3910 1.0690 -0.02 0.11 -0.02
O 1.7893 1.6873 0.5984 0.14 -0.02 -0.03
N -0.3306 1.7430 1.0641 0.05 0.26 -0.04
C -1.5024 2.2424 1.5214 -0.06 -0.06 0.03
O -2.5518 1.6208 1.5408 0.01 -0.03 -0.06
H -2.5742 5.2190 2.5154 0.01 0.00 0.01
H -2.7795 3.8164 3.5976 0.00 -0.01 -0.02
H -3.4922 3.7901 1.9833 0.00 0.01 -0.02
H -0.3082 5.2455 2.4288 -0.02 0.00 0.00
H 1.8368 4.2905 1.5933 0.01 -0.02 -0.01
C 3.1394 -2.1981 -2.4307 0.02 -0.01 0.00
C 2.1970 -3.3756 -2.0980 0.02 -0.03 -0.03
C 0.9705 -2.7290 -1.4674 0.06 0.10 0.13
O 1.4414 -1.4615 -0.9705 -0.02 0.00 -0.46
C 2.4209 -0.9618 -1.9023 0.12 -0.05 0.13
H 3.3201 -2.1055 -3.5014 -0.01 -0.01 0.01
H 4.0992 -2.3284 -1.9335 0.00 -0.01 0.01
H 2.6745 -4.0575 -1.3959 0.00 0.01 0.00
H 1.9165 -3.9385 -2.9870 0.01 -0.02 0.01
H 0.5820 -3.2750 -0.6076 -0.06 0.02 -0.02
H 0.1799 -2.5595 -2.1994 -0.10 0.05 -0.07
H 3.0593 -0.2763 -1.3466 -0.03 0.00 0.01
H 1.9118 -0.4095 -2.6840 -0.11 0.07 -0.15
```
Forces are in eV/Å.

* HOMO level: -0.2601 Ha
* ΔE to the lowest compared entry with this formula, charge and spin: 0.00 kcal/mol
* orbital gap: 7.675 eV
* 2S+1: 1
* lowest unoccupied orbital energy: 0.6 eV

Record 4
Computed, not measured: a molecular structure, C35H20N10W, with ωB97M-V with the def2-TZVPD basis set.

Geometry as XYZ:
```
66
Properties=species:S:1:pos:R:3:forces:R:3
W -1.5003 -0.2652 0.5132 0.21 0.03 0.00
C -0.1796 6.2721 0.9347 0.00 0.03 -0.03
C -0.6051 6.2965 -0.3878 0.01 0.03 0.02
C -1.0284 5.1312 -1.0450 0.00 -0.05 0.00
C -0.9996 3.9608 -0.3137 0.04 0.03 0.08
C -1.3489 2.6108 -0.6618 -0.04 -0.05 -0.04
N -1.7682 2.2544 -1.8520 0.00 0.03 -0.02
C -1.8235 1.0120 -2.2562 0.07 0.05 0.09
C -2.2597 0.6070 -3.5681 -0.04 -0.07 -0.05
C -2.7371 1.3415 -4.6363 0.02 0.00 0.05
C -3.0238 0.6346 -5.8120 0.00 -0.02 -0.03
C -2.8144 -0.7362 -5.9048 -0.01 0.02 -0.03
C -2.3066 -1.4744 -4.8270 0.02 0.00 0.06
C -2.0478 -0.7785 -3.6619 -0.06 0.06 -0.05
C -1.4830 -1.2040 -2.4074 0.09 -0.04 0.08
N -1.0456 -2.4137 -2.1717 0.01 -0.01 -0.02
C -0.5110 -2.7795 -1.0317 -0.06 0.05 -0.03
N -0.5811 -2.0762 0.1799 0.02 0.04 0.00
C 0.1808 -2.8141 1.0941 -0.02 0.05 0.04
N 0.4315 -2.4891 2.3424 0.04 -0.04 0.02
C 0.2333 -1.2945 2.8321 -0.01 -0.01 -0.10
N -0.2619 -0.1825 2.1310 -0.03 0.00 -0.12
C -0.1142 0.9240 2.9855 -0.03 0.02 -0.10
N -0.2985 2.1765 2.6646 0.02 0.04 0.01
C -0.6617 2.5727 1.4653 0.00 -0.06 0.04
N -1.1786 1.7657 0.4434 0.02 -0.03 0.00
C -0.5699 3.9356 1.0240 -0.01 0.06 -0.08
C -0.1536 5.0812 1.6744 -0.01 -0.06 0.00
C 0.3421 0.4773 4.2770 0.01 -0.07 0.07
C 0.6296 1.1780 5.4328 -0.03 0.00 -0.06
C 1.1259 0.4386 6.5142 0.02 -0.03 0.03
C 1.3411 -0.9317 6.4197 0.01 0.03 0.03
C 1.0712 -1.6353 5.2386 -0.02 0.00 -0.06
C 0.5594 -0.9075 4.1816 -0.02 0.06 0.07
C 0.6747 -4.0130 0.4768 0.00 -0.04 -0.09
C 1.4363 -5.0517 0.9762 -0.02 0.05 0.01
C 1.7579 -6.0847 0.0841 0.01 -0.03 -0.03
C 1.3288 -6.0630 -1.2374 0.02 -0.03 0.02
C 0.5544 -5.0070 -1.7409 -0.02 0.05 0.01
C 0.2416 -3.9911 -0.8597 0.06 -0.04 0.08
N -1.4181 -0.1147 -1.5245 -0.04 -0.01 0.08
H 0.1397 7.1932 1.4043 0.00 0.00 0.00
H -0.6096 7.2362 -0.9243 0.00 0.00 0.00
H -1.3600 5.1584 -2.0740 0.00 -0.01 0.00
H -2.8796 2.4120 -4.5782 0.00 0.00 0.01
H -3.4060 1.1705 -6.6709 0.00 -0.01 0.00
H -3.0374 -1.2437 -6.8342 0.00 0.01 0.00
H -2.1235 -2.5368 -4.9132 0.00 0.00 0.01
H 0.1762 5.0687 2.7043 0.00 -0.01 0.01
H 0.4873 2.2476 5.5047 0.00 0.01 -0.01
H 1.3586 0.9478 7.4403 0.00 -0.01 0.00
H 1.7376 -1.4648 7.2738 0.00 0.01 0.00
H 1.2638 -2.6968 5.1632 0.00 -0.01 -0.01
H 1.7713 -5.0748 2.0042 0.00 0.01 0.01
H 2.3546 -6.9175 0.4323 0.00 0.00 0.00
H 1.5987 -6.8794 -1.8943 0.00 0.00 0.01
H 0.2226 -4.9982 -2.7702 -0.01 0.01 0.00
N -5.1516 -1.0424 2.3300 0.00 -0.01 0.04
C -5.6100 -0.8751 1.0370 -0.01 0.00 -0.04
C -4.5269 -0.6016 0.2838 0.05 0.02 -0.03
N -3.3960 -0.6022 1.1246 -0.31 -0.07 0.14
C -3.8472 -0.8801 2.3709 0.09 0.03 -0.07
H -5.7342 -1.2586 3.1335 0.00 0.00 0.00
H -6.6530 -0.9655 0.7806 0.00 0.00 -0.01
H -4.4596 -0.4047 -0.7730 -0.01 0.00 0.01
H -3.2453 -0.9576 3.2627 0.00 0.00 -0.01
```
Forces are in eV/Å.

* total charge: +4
* HOMO level: -0.7152 Ha
* ΔE to the lowest compared entry with this formula, charge and spin: 0.00 kcal/mol
* orbital gap: 5.578 eV
* 2S+1: 1
* lowest unoccupied orbital energy: -13.9 eV

Respective DFT total energy values: -103807.054 -6786.211 -82426.884 -53309.662 eV.